No. 1
115
Properties=species:S:1:pos:R:3:mulliken_spin:R:1 method="wB97M-V/def2-TZVPD" homo_ev="-4.70 / -4.70" spin_multiplicity=2 total_charge=0 homo_lumo_gap_ev="4.419 / 2.264" lumo_energy_ev="-0.286 / -2.433"
Cs -0.6980 -0.6582 1.2641 0.0437
C 3.0472 -4.2458 -0.0412 -0.0002
Sb 3.1665 -2.0895 -0.4889 -0.0019
C 3.0512 -1.0728 1.4794 0.0057
C 3.6676 0.1723 1.2984 -0.0025
C 3.2041 1.3815 1.9099 0.0019
C 3.7503 2.5967 1.5678 0.0001
C 4.7623 2.6303 0.6380 0.0010
C 5.2045 1.4392 0.1057 -0.0003
N 4.6848 0.2461 0.3830 0.0006
Si 2.9952 -1.8092 3.2327 0.0001
C 1.7703 -3.2367 3.2958 0.0001
C 4.6859 -2.3732 3.8626 0.0001
C 2.2146 -0.6052 4.4769 -0.0006
C 2.3188 -1.7621 -3.0723 0.0008
C 1.1704 -2.5990 -2.8099 -0.0001
C 0.5563 -3.3368 -3.9187 0.0002
C -0.6276 -3.9899 -3.6853 -0.0002
C -1.1447 -4.0504 -2.3489 0.0001
C -0.3545 -3.5089 -1.3447 0.0003
N 0.7352 -2.7413 -1.5159 -0.0001
Si 1.8420 0.0494 -3.5646 0.0047
C 3.1488 1.4003 -3.8285 0.0002
C 0.8131 -0.1538 -5.1360 0.0001
C 0.6246 0.5857 -2.1845 -0.0083
Si 3.9791 -2.4483 -3.7784 0.0004
C 4.1652 -4.3144 -3.4822 0.0000
C 5.4474 -1.5380 -2.9889 0.0000
C 4.1811 -2.1528 -5.6153 0.0001
H 3.5336 -4.4638 0.9139 -0.0001
H 3.6064 -4.8486 -0.7743 0.0000
H 2.0103 -4.5466 -0.0437 0.0000
H 2.4794 1.3416 2.7068 -0.0008
H 3.3829 3.4951 2.0720 -0.0002
H 5.2535 3.5295 0.3291 0.0001
H 6.0030 1.4356 -0.6644 -0.0001
H 1.7058 -3.9723 2.4720 0.0002
H 0.7760 -2.8075 3.4572 0.0007
H 1.9848 -3.8521 4.1627 -0.0001
H 5.0718 -3.0613 3.0910 0.0001
H 4.5251 -2.9084 4.8189 0.0000
H 5.4315 -1.5725 3.9780 0.0000
H 1.2608 -0.1614 4.2173 0.0003
H 2.8914 0.2127 4.6958 -0.0001
H 2.0433 -1.1513 5.3965 0.0000
H 0.9999 -3.1895 -4.9046 0.0001
H -1.0887 -4.5536 -4.4859 0.0000
H -2.1316 -4.4834 -2.1065 0.0001
H -0.6610 -3.6695 -0.3175 0.0005
H 3.9488 1.1998 -4.5572 0.0000
H 3.6480 1.6096 -2.8604 -0.0001
H 2.5988 2.3327 -4.1413 0.0001
H 1.3445 -0.5303 -6.0053 0.0000
H 0.4249 0.8221 -5.4684 0.0000
H -0.0258 -0.8588 -4.9393 0.0001
H 1.0827 0.6607 -1.2267 0.0021
H -0.2732 -0.0219 -2.1288 0.0024
H 0.3150 1.5878 -2.5042 -0.0046
H 4.5307 -4.4772 -2.4731 0.0000
H 4.9185 -4.7305 -4.2033 0.0000
H 3.2109 -4.8889 -3.5221 0.0000
H 5.2099 -0.4585 -2.8339 -0.0001
H 6.2785 -1.5771 -3.7396 0.0000
H 5.7840 -1.9745 -2.0190 -0.0001
H 3.4060 -2.7376 -6.1861 -0.0001
H 5.1553 -2.5872 -5.9132 0.0001
H 4.1600 -1.0545 -5.9200 0.0000
O -2.7778 -1.5664 2.9154 -0.0083
S -3.4856 -2.8711 2.9954 -0.0018
C -4.3025 -3.2934 4.6363 -0.0002
C -5.7216 -3.6066 4.2504 0.0000
C -6.1638 -2.6452 3.0938 0.0004
C -5.0427 -2.4872 2.0804 -0.0014
H -4.1805 -2.3574 5.2248 0.0000
H -3.7887 -4.1488 5.1232 0.0000
H -6.4334 -3.5200 5.0764 0.0000
H -5.8176 -4.6233 3.8790 0.0000
H -6.4384 -1.6515 3.5016 0.0000
H -7.0858 -3.0901 2.6394 0.0000
H -4.9204 -1.4434 1.7270 0.0020
H -5.0671 -3.1897 1.2601 0.0003
C -0.1348 5.7921 -2.1841 0.0230
C -1.4484 5.4598 -2.4774 -0.0077
C -2.1539 4.6484 -1.5730 0.0470
C -1.5491 4.0725 -0.4441 0.0577
C -0.2162 4.4459 -0.1873 0.0005
C 0.4686 5.3144 -1.0135 -0.0084
Ge -2.4868 2.7738 0.6658 0.6326
C -4.2860 2.7687 -0.1550 0.0138
C -5.4094 3.3621 0.4384 0.0265
C -6.7059 3.1004 0.0181 -0.0065
C -6.9294 2.2384 -1.0527 0.0198
C -5.8179 1.6506 -1.6690 -0.0024
C -4.5046 1.9303 -1.2535 0.0199
C -2.8503 3.8160 2.3435 0.0372
C -2.3304 5.0905 2.5790 0.0383
C -2.3131 5.6556 3.8684 -0.0024
C -2.8772 4.9600 4.9561 0.0184
C -3.4548 3.7263 4.7236 -0.0005
C -3.4121 3.1485 3.4347 0.0336
H 0.4617 6.4258 -2.8312 0.0012
H -1.9015 5.7615 -3.4147 0.0002
H -3.1816 4.4443 -1.8097 0.0060
H 0.2620 4.1427 0.7013 0.0033
H 1.4826 5.6253 -0.7076 0.0001
H -5.2808 4.0641 1.2526 0.0054
H -7.5131 3.6205 0.4789 -0.0013
H -7.9367 2.0427 -1.4256 0.0012
H -5.9367 0.9914 -2.5157 -0.0002
H -3.6707 1.5540 -1.8506 -0.0032
H -1.9021 5.6650 1.7573 0.0072
H -1.8153 6.6047 3.9951 -0.0008
H -2.8030 5.3164 5.9736 0.0007
H -3.9663 3.2257 5.5550 -0.0001
H -3.8184 2.1521 3.3372 0.0023

---

No. 2
120
Properties=species:S:1:pos:R:3:mulliken_spin:R:1 method="wB97M-V/def2-TZVPD" homo_ev="-6.91 / -8.44" spin_multiplicity=2 total_charge=0 homo_lumo_gap_ev="7.420 / 7.893" lumo_energy_ev="0.508 / -0.547"
Sc -0.5569 0.1598 -0.3089 -0.0940
C -1.3010 2.4415 -3.5934 -0.0240
C -1.2056 3.0533 -2.2077 -0.0017
C 0.1392 3.7107 -2.0408 0.0107
C -2.3217 4.0813 -2.0529 0.0006
O -1.2993 2.0120 -1.1975 0.0033
Ge -2.3884 2.3297 0.3878 -0.0007
O -0.8328 1.9394 1.3891 0.0073
C -0.4865 2.6958 2.5695 0.0005
C 0.6166 3.6739 2.2049 -0.0003
C -0.0118 1.7314 3.6481 0.0003
C -1.6951 3.4671 3.1037 0.0000
O -2.5860 0.4278 0.3378 0.0109
C -3.5603 -0.2398 1.1881 -0.0001
C -3.0063 -0.3531 2.6041 0.0000
C -4.8476 0.5776 1.2151 0.0004
C -3.8365 -1.5989 0.5711 -0.0025
H -1.0881 3.2160 -4.3355 0.0000
H -2.2954 2.0427 -3.7913 -0.0047
H -0.5707 1.6448 -3.7141 0.0330
H 0.2429 4.5557 -2.7250 0.0004
H 0.9212 2.9839 -2.2567 -0.0001
H 0.2691 4.0703 -1.0159 -0.0026
H -2.2720 4.7821 -2.8887 -0.0002
H -2.2276 4.6569 -1.1290 0.0002
H -3.3065 3.6039 -2.0637 0.0002
H 1.4948 3.1249 1.8707 0.0003
H 0.8950 4.2930 3.0638 0.0000
H 0.2868 4.3320 1.3938 -0.0002
H 0.9265 1.2555 3.3666 0.0000
H -0.7621 0.9545 3.8225 0.0000
H 0.1535 2.2709 4.5857 0.0000
H -2.0330 4.2325 2.4016 -0.0001
H -1.4232 3.9662 4.0360 0.0000
H -2.5359 2.7962 3.3118 0.0001
H -2.9474 0.6329 3.0765 0.0001
H -2.0110 -0.7893 2.5996 -0.0002
H -3.6590 -0.9859 3.2114 0.0000
H -4.7044 1.5537 1.6856 -0.0002
H -5.5965 0.0362 1.7971 0.0000
H -5.2419 0.7350 0.2075 0.0002
H -2.9090 -2.1473 0.4201 0.0008
H -4.3321 -1.4862 -0.3967 0.0007
H -4.4844 -2.1834 1.2317 -0.0003
Cl 2.7392 -3.1130 5.5101 0.0001
C 1.7750 -2.6406 4.1642 0.0008
C 2.1885 -1.5985 3.3418 -0.0005
Cl 3.6442 -0.7318 3.6612 -0.0001
C 1.4110 -1.2493 2.2545 -0.0004
Cl 1.8329 0.0929 1.2586 -0.0022
C 0.2246 -1.8987 1.9035 -0.0010
O -0.4352 -1.5223 0.8249 0.0429
C -0.2155 -2.8934 2.7890 0.0001
Cl -1.7708 -3.5970 2.5416 0.0000
C 0.5595 -3.2690 3.8889 -0.0001
Cl 0.0051 -4.5217 4.9294 0.0000
C 3.8974 2.5936 0.8344 0.0039
C 3.0256 2.6667 -0.4408 0.0155
C 3.1731 4.0869 -1.0017 0.0027
C 3.5015 1.5806 -1.4023 0.0018
C 4.8242 1.7358 -1.8158 -0.0194
C 5.5203 0.7426 -2.4699 0.0212
C 4.8926 -0.4699 -2.6687 -0.0154
C 3.5620 -0.6700 -2.3150 -0.0072
C 3.0615 -2.1104 -2.4239 -0.0008
C 3.3238 -2.6968 -3.8117 -0.0072
C 3.7174 -2.9620 -1.3281 -0.0008
C 2.8031 0.4044 -1.7759 -0.0194
N 1.3529 0.2540 -1.7081 0.2568
C 0.8666 -0.2186 -2.8654 0.2802
C -0.3575 -0.8796 -3.0447 0.1167
N -1.2702 -1.0690 -2.0955 0.2838
C -2.2375 -2.1125 -2.3472 -0.0973
C -3.5338 -1.8463 -2.8314 0.0033
C -4.4034 -2.9240 -2.9975 0.0012
C -4.0426 -4.2248 -2.6916 0.0000
C -2.7563 -4.4743 -2.2550 0.0011
C -1.8381 -3.4424 -2.0930 0.0108
C -0.4069 -3.8361 -1.7571 -0.0124
C -0.3033 -4.9046 -0.6649 0.0013
C 0.2745 -4.3606 -3.0223 0.0066
C -4.0830 -0.4961 -3.2944 0.0072
C -3.4122 -0.0642 -4.6067 0.0029
C -4.0929 0.6247 -2.2583 0.0034
H 3.5111 3.2364 1.6296 0.0000
H 4.9035 2.9470 0.5946 0.0002
H 3.9980 1.5818 1.2237 -0.0012
H 1.9771 2.4993 -0.1905 0.0040
H 4.2270 4.3697 -1.0509 0.0004
H 2.6800 4.8057 -0.3392 -0.0001
H 2.7550 4.1952 -2.0012 -0.0008
H 5.3354 2.6624 -1.5736 0.0006
H 6.5475 0.8960 -2.7796 0.0015
H 5.4572 -1.2964 -3.0870 0.0006
H 1.9928 -2.1452 -2.2436 0.0156
H 4.3755 -2.6088 -4.0948 0.0001
H 2.7316 -2.1848 -4.5778 0.0020
H 3.0680 -3.7565 -3.8406 0.0010
H 4.7971 -3.0486 -1.4895 0.0007
H 3.2933 -3.9725 -1.3179 0.0003
H 3.5602 -2.5148 -0.3409 0.0006
H 1.5000 -0.1828 -3.7452 0.0509
H -0.5181 -1.3054 -4.0300 0.0445
H -5.4063 -2.7210 -3.3622 0.0000
H -4.7537 -5.0351 -2.8111 0.0000
H -2.4454 -5.4947 -2.0524 0.0012
H 0.1214 -2.9555 -1.4105 0.0714
H -0.5348 -5.9011 -1.0569 0.0001
H -0.9780 -4.7013 0.1618 0.0001
H 0.7185 -4.9412 -0.2728 -0.0001
H -0.3129 -5.1825 -3.4474 0.0005
H 1.2700 -4.7465 -2.7877 0.0008
H 0.3747 -3.5882 -3.7906 -0.0020
H -5.1286 -0.6944 -3.5284 0.0000
H -2.3508 0.1457 -4.4597 -0.0019
H -3.8811 0.8456 -4.9987 0.0004
H -3.5003 -0.8490 -5.3624 -0.0003
H -4.5033 1.5388 -2.7045 -0.0014
H -4.7248 0.3556 -1.4079 0.0008
H -3.1035 0.8415 -1.8767 -0.0085

---

Going through the records in order, we get energy relative to the best compared isomer or geometry (same formula, charge and spin) values of 0.0 87.6 kJ/mol.
Going through the records in order, we get E values of -149710.8976 -197656.3146 eV.